Arrangement one

Density functional theory data (wB97M-V/def2-TZVPD) for a cluster of 15 separate species, C60H165N15O15 in total.

Output
Highest occupied orbital energy (eV): -8.6
Gap between HOMO and LUMO (Eh): 0.3300
Molar mass (g mol⁻¹): 1337.1

Positions of all 255 atoms, in Å:
C1 0.444 6.347 3.227
C2 0.731 6.334 1.729
C3 2.185 6.722 1.232
O1 2.243 6.721 -0.201
C4 1.493 7.787 -0.769
N1 0.473 5.067 1.154
H1 0.833 7.245 3.708
H2 0.938 5.481 3.666
H3 -0.609 6.306 3.507
H4 -0.007 7.032 1.335
H5 2.912 6.009 1.623
H6 2.396 7.689 1.688
H7 1.659 7.694 -1.843
H8 1.754 8.809 -0.496
H9 0.443 7.549 -0.602
H10 1.024 5.010 0.309
H11 0.882 4.364 1.752
C5 6.438 -4.784 -3.158
C6 4.937 -4.931 -3.465
C7 4.014 -5.153 -2.264
O2 4.584 -6.126 -1.370
C8 4.529 -7.485 -1.716
N2 4.560 -3.702 -4.198
H12 6.765 -3.838 -2.727
H13 7.061 -4.952 -4.037
H14 6.765 -5.493 -2.398
H15 4.779 -5.812 -4.087
H16 2.975 -5.383 -2.501
H17 4.104 -4.221 -1.706
H18 4.753 -7.816 -2.730
H19 3.508 -7.842 -1.578
H20 5.190 -8.025 -1.037
H21 5.205 -3.624 -4.971
H22 3.800 -4.017 -4.783
C9 -0.516 -5.541 -0.110
C10 -0.125 -4.706 -1.375
C11 -0.040 -5.576 -2.651
O3 -1.336 -6.033 -3.041
C12 -1.320 -7.055 -4.038
N3 -1.219 -3.761 -1.624
H23 0.286 -6.167 0.280
H24 -1.424 -6.055 -0.427
H25 -0.847 -4.866 0.679
H26 0.858 -4.259 -1.229
H27 0.624 -6.388 -2.356
H28 0.431 -4.975 -3.428
H29 -0.488 -6.856 -4.713
H30 -2.320 -7.055 -4.471
H31 -1.157 -8.044 -3.610
H32 -1.910 -4.167 -2.239
H33 -1.675 -3.515 -0.757
C13 -3.392 4.283 -5.596
C14 -2.597 5.600 -5.454
C15 -1.484 5.610 -4.337
O4 -2.186 5.379 -3.111
C16 -1.654 6.062 -1.980
N4 -1.854 5.876 -6.666
H34 -3.878 4.353 -6.569
H35 -4.048 3.957 -4.789
H36 -2.637 3.497 -5.642
H37 -3.256 6.451 -5.284
H38 -0.825 6.478 -4.387
H39 -0.904 4.710 -4.538
H40 -0.650 5.751 -1.691
H41 -2.279 6.012 -1.087
H42 -1.528 7.132 -2.147
H43 -1.424 4.977 -6.835
H44 -2.581 5.972 -7.360
C17 -5.255 -0.322 5.710
C18 -3.808 -0.395 6.235
C19 -3.516 -1.513 7.295
O5 -4.110 -1.202 8.551
C20 -3.642 -2.068 9.593
N5 -2.972 -0.601 5.073
H45 -5.472 -1.148 5.033
H46 -5.510 0.673 5.346
H47 -5.908 -0.381 6.581
H48 -3.458 0.557 6.633
H49 -2.426 -1.544 7.297
H50 -3.761 -2.454 6.801
H51 -2.592 -1.978 9.871
H52 -3.766 -3.069 9.178
H53 -4.318 -1.996 10.444
H54 -3.247 0.050 4.351
H55 -3.021 -1.465 4.552
C21 -6.374 1.516 1.943
C22 -5.080 1.051 1.187
C23 -4.577 2.218 0.285
O6 -3.746 1.627 -0.688
C24 -3.286 2.533 -1.667
N6 -4.062 0.608 2.066
H56 -6.743 0.602 2.409
H57 -7.211 1.742 1.281
H58 -6.211 2.286 2.697
H59 -5.399 0.298 0.466
H60 -4.095 3.022 0.842
H61 -5.445 2.748 -0.107
H62 -2.762 3.404 -1.273
H63 -4.126 2.922 -2.242
H64 -2.571 1.963 -2.260
H65 -3.312 0.321 1.453
H66 -4.379 -0.252 2.489
C25 -3.365 3.583 4.518
C26 -2.056 3.886 3.728
C27 -0.990 2.776 3.659
O7 -0.183 2.794 4.843
C28 -0.323 1.630 5.659
N7 -2.459 4.378 2.457
H67 -3.146 3.252 5.533
H68 -3.960 2.824 4.009
H69 -4.013 4.455 4.601
H70 -1.567 4.728 4.218
H71 -0.276 2.969 2.859
H72 -1.506 1.859 3.375
H73 -0.061 0.689 5.174
H74 -1.332 1.558 6.063
H75 0.276 1.737 6.564
H76 -2.875 3.595 1.973
H77 -1.610 4.570 1.945
C29 1.031 -6.026 5.922
C30 2.492 -5.612 5.632
C31 2.681 -4.626 4.456
O8 2.226 -5.339 3.312
C32 2.542 -4.603 2.116
N8 3.095 -5.132 6.870
H78 0.598 -5.219 6.514
H79 1.040 -6.896 6.578
H80 0.491 -6.260 5.005
H81 3.052 -6.523 5.419
H82 3.727 -4.360 4.300
H83 2.094 -3.760 4.763
H84 2.216 -5.035 1.170
H85 3.586 -4.293 2.051
H86 1.988 -3.666 2.049
H87 2.435 -4.494 7.289
H88 3.132 -5.938 7.478
C33 0.351 -1.988 -3.883
C34 0.330 -0.492 -4.142
C35 0.639 -0.048 -5.592
O9 0.493 1.365 -5.627
C36 0.707 1.893 -6.952
N9 -0.949 0.056 -3.687
H89 1.150 -2.492 -4.426
H90 -0.580 -2.498 -4.131
H91 0.512 -2.182 -2.822
H92 1.095 0.017 -3.555
H93 -0.075 -0.407 -6.333
H94 1.665 -0.247 -5.899
H95 0.565 2.969 -6.858
H96 -0.074 1.699 -7.687
H97 1.647 1.565 -7.396
H98 -1.052 0.806 -4.356
H99 -0.621 0.562 -2.876
C37 -5.909 -0.331 -3.291
C38 -4.419 -0.684 -3.307
C39 -4.178 -2.231 -3.087
O10 -4.825 -2.901 -4.152
C40 -4.557 -4.287 -4.258
N10 -3.845 -0.248 -4.577
H100 -6.061 0.736 -3.456
H101 -6.318 -0.552 -2.305
H102 -6.470 -0.825 -4.084
H103 -3.954 -0.108 -2.507
H104 -4.553 -2.587 -2.127
H105 -3.103 -2.403 -3.138
H106 -3.559 -4.330 -4.692
H107 -5.273 -4.804 -4.898
H108 -4.613 -4.726 -3.262
H109 -2.872 -0.479 -4.431
H110 -4.225 -0.921 -5.227
C41 2.869 0.422 3.898
C42 3.399 1.897 3.945
C43 4.624 2.026 2.947
O11 5.853 1.362 3.417
C44 7.008 1.525 2.568
N11 2.317 2.776 3.468
H111 2.033 0.203 4.563
H112 3.593 -0.340 4.189
H113 2.502 0.238 2.888
H114 3.719 2.148 4.956
H115 4.833 3.074 2.733
H116 4.317 1.724 1.945
H117 7.249 2.558 2.321
H118 6.729 0.946 1.688
H119 7.883 1.079 3.042
H120 2.680 3.656 3.805
H121 1.482 2.708 4.033
C45 3.424 5.548 -4.439
C46 4.499 4.562 -3.858
C47 4.130 4.154 -2.390
O12 5.272 3.648 -1.718
C48 5.034 3.118 -0.448
N12 4.486 3.412 -4.785
H122 3.809 6.044 -5.331
H123 3.097 6.338 -3.763
H124 2.519 5.039 -4.772
H125 5.481 5.034 -3.894
H126 3.263 3.493 -2.412
H127 3.754 4.992 -1.803
H128 4.080 2.594 -0.385
H129 4.885 3.948 0.242
H130 5.819 2.447 -0.097
H131 5.184 2.740 -4.498
H132 4.827 3.863 -5.622
C49 -4.434 -2.889 0.535
C50 -4.332 -3.147 2.074
C51 -2.925 -3.462 2.437
O13 -2.869 -3.609 3.855
C52 -1.509 -3.805 4.306
N13 -4.973 -2.101 2.828
H133 -5.462 -3.154 0.288
H134 -3.794 -3.494 -0.106
H135 -4.375 -1.826 0.297
H136 -5.079 -3.924 2.235
H137 -2.272 -2.661 2.089
H138 -2.523 -4.313 1.888
H139 -0.939 -2.903 4.082
H140 -1.012 -4.700 3.932
H141 -1.488 -3.942 5.387
H142 -5.977 -2.169 2.745
H143 -4.887 -2.035 3.832
C53 4.076 0.024 -4.034
C54 4.641 -0.419 -2.670
C55 3.421 -1.027 -1.932
O14 3.677 -1.747 -0.720
C56 4.085 -1.035 0.401
N14 5.694 -1.406 -2.816
H144 3.316 0.799 -3.932
H145 3.662 -0.860 -4.518
H146 4.816 0.367 -4.757
H147 5.052 0.318 -1.980
H148 2.901 -1.699 -2.615
H149 2.713 -0.227 -1.720
H150 5.035 -0.532 0.220
H151 4.152 -1.764 1.208
H152 3.387 -0.265 0.731
H153 5.733 -1.765 -1.873
H154 5.325 -2.187 -3.339
C57 0.287 -1.214 0.483
C58 -0.750 -0.087 0.610
C59 -0.277 1.295 0.056
O15 0.018 1.331 -1.354
C60 0.659 2.479 -1.792
N15 -2.008 -0.492 -0.069
H155 0.518 -1.402 -0.565
H156 -0.179 -2.093 0.929
H157 1.163 -0.895 1.047
H158 -0.948 -0.028 1.680
H159 0.520 1.694 0.683
H160 -1.031 2.018 0.367
H161 0.081 3.383 -1.601
H162 0.856 2.466 -2.863
H163 1.649 2.619 -1.358
H164 -2.499 0.344 -0.355
H165 -1.835 -1.026 -0.909


Arrangement two

Density functional theory data (wB97M-V/def2-TZVPD) for a cluster of 15 separate species, C60H165N15O15 in total.

Output
Highest occupied orbital energy (eV): -8.7
Gap between HOMO and LUMO (Eh): 0.3302
Molar mass (g mol⁻¹): 1337.1

Positions of all 255 atoms, in Å:
C1 3.762 2.746 2.895
C2 4.500 2.444 4.161
C3 3.990 1.131 4.878
O1 2.613 1.179 5.289
C4 2.355 1.915 6.443
N1 5.951 2.346 3.842
H1 2.776 3.041 3.231
H2 3.757 1.827 2.304
H3 4.269 3.471 2.251
H4 4.379 3.270 4.850
H5 4.592 0.956 5.796
H6 3.991 0.356 4.102
H7 1.284 1.862 6.618
H8 2.703 2.946 6.299
H9 2.924 1.351 7.238
H10 6.161 1.384 3.552
H11 6.530 2.407 4.722
C5 -0.855 6.158 0.977
C6 -1.115 4.636 1.290
C7 -0.701 4.356 2.725
O2 0.710 4.510 2.799
C8 1.256 4.902 4.066
N2 -2.558 4.373 1.233
H12 0.162 6.513 1.142
H13 -1.593 6.721 1.558
H14 -1.139 6.211 -0.063
H15 -0.475 4.039 0.647
H16 -0.977 3.366 3.116
H17 -1.216 5.155 3.288
H18 2.067 5.582 3.808
H19 1.606 4.029 4.678
H20 0.455 5.362 4.635
H21 -2.866 4.873 0.399
H22 -2.663 3.374 1.039
C9 -5.439 0.396 -0.262
C10 -5.388 -0.555 0.911
C11 -6.259 -1.775 0.751
O3 -5.702 -2.709 -0.172
C12 -6.634 -3.833 -0.414
N3 -3.992 -0.900 1.261
H23 -4.797 1.207 -0.118
H24 -6.428 0.833 -0.416
H25 -5.176 -0.174 -1.242
H26 -5.588 0.007 1.823
H27 -7.279 -1.515 0.493
H28 -6.335 -2.295 1.695
H29 -7.507 -3.425 -0.950
H30 -6.922 -4.264 0.556
H31 -6.108 -4.608 -0.990
H32 -3.770 -0.981 2.247
H33 -3.500 -1.569 0.650
C13 -5.782 1.329 -5.916
C14 -6.379 0.723 -4.632
C15 -5.490 -0.418 -4.110
O4 -4.290 0.149 -3.712
C16 -3.363 -0.904 -3.529
N4 -6.640 1.816 -3.694
H34 -6.518 2.034 -6.299
H35 -5.739 0.476 -6.575
H36 -4.835 1.825 -5.838
H37 -7.350 0.272 -4.925
H38 -5.320 -1.072 -5.027
H39 -5.970 -0.922 -3.266
H40 -3.749 -1.709 -2.922
H41 -2.524 -0.475 -2.965
H42 -3.095 -1.359 -4.491
H43 -7.059 1.504 -2.825
H44 -5.727 2.171 -3.448
C17 4.024 -6.770 -0.581
C18 2.848 -5.858 -0.330
C19 2.420 -5.015 -1.539
O5 3.398 -3.994 -1.797
C20 3.341 -3.536 -3.179
N5 1.723 -6.734 -0.063
H45 3.864 -7.425 -1.479
H46 4.268 -7.340 0.325
H47 4.999 -6.255 -0.765
H48 3.087 -5.288 0.583
H49 1.387 -4.595 -1.356
H50 2.268 -5.694 -2.389
H51 2.470 -2.959 -3.474
H52 3.377 -4.453 -3.837
H53 4.244 -2.847 -3.343
H54 0.986 -6.332 0.491
H55 2.011 -7.581 0.412
C21 -1.543 -3.072 5.923
C22 -0.421 -4.110 6.067
C23 0.858 -3.323 5.931
O6 0.930 -2.809 4.610
C24 2.136 -2.260 4.145
N6 -0.371 -4.761 7.364
H56 -1.445 -2.366 6.729
H57 -2.453 -3.664 5.915
H58 -1.442 -2.644 4.959
H59 -0.518 -4.850 5.231
H60 1.773 -3.940 6.138
H61 0.862 -2.604 6.723
H62 2.752 -2.972 3.579
H63 2.671 -1.816 4.960
H64 1.883 -1.530 3.398
H65 -0.992 -5.596 7.277
H66 -0.877 -4.253 8.081
C25 4.493 -1.707 0.853
C26 5.875 -1.697 0.183
C27 6.896 -1.079 1.040
O7 6.626 0.246 1.498
C28 6.861 1.255 0.455
N7 6.415 -3.036 -0.107
H67 3.660 -2.114 0.273
H68 4.141 -0.674 1.137
H69 4.465 -2.237 1.796
H70 5.751 -1.229 -0.768
H71 7.905 -1.155 0.593
H72 6.968 -1.680 1.977
H73 6.724 2.218 0.998
H74 6.140 1.259 -0.386
H75 7.888 1.202 0.120
H76 5.746 -3.597 -0.641
H77 6.495 -3.579 0.781
C29 -1.457 4.208 8.195
C30 -2.423 3.768 7.079
C31 -2.164 2.348 6.617
O8 -0.959 2.177 5.881
C32 -0.790 0.951 5.258
N8 -3.828 3.917 7.459
H78 -1.603 3.533 9.067
H79 -1.613 5.232 8.425
H80 -0.465 4.094 7.771
H81 -2.356 4.399 6.195
H82 -2.966 2.001 6.006
H83 -2.155 1.734 7.502
H84 -0.904 0.027 5.929
H85 0.178 0.939 4.811
H86 -1.591 0.771 4.524
H87 -4.061 3.533 8.363
H88 -4.487 3.560 6.729
C33 0.658 1.934 -4.769
C34 -0.864 2.176 -4.895
C35 -1.287 3.596 -4.797
O9 -1.042 4.083 -3.514
C36 -1.871 3.481 -2.558
N9 -1.349 1.657 -6.239
H89 0.919 0.890 -4.615
H90 1.022 2.575 -3.911
H91 1.160 2.278 -5.695
H92 -1.304 1.642 -4.046
H93 -2.355 3.695 -5.061
H94 -0.779 4.286 -5.469
H95 -2.803 3.131 -3.061
H96 -2.195 4.282 -1.886
H97 -1.434 2.670 -1.985
H98 -2.369 1.633 -6.202
H99 -1.051 0.718 -6.379
C37 -1.279 -5.648 -1.688
C38 -2.133 -4.904 -0.678
C39 -1.335 -4.242 0.453
O10 -0.762 -5.149 1.360
C40 -0.305 -4.442 2.511
N10 -2.785 -3.717 -1.439
H100 -0.466 -6.381 -1.376
H101 -0.753 -4.954 -2.336
H102 -1.951 -6.161 -2.339
H103 -2.902 -5.590 -0.269
H104 -1.899 -3.429 0.941
H105 -0.493 -3.742 -0.075
H106 0.211 -3.511 2.254
H107 0.414 -5.067 3.013
H108 -1.134 -4.301 3.187
H109 -2.860 -3.836 -2.435
H110 -3.721 -3.602 -1.014
C41 -4.346 2.410 3.361
C42 -5.297 3.573 3.434
C43 -6.688 3.057 3.278
O11 -7.682 4.050 2.921
C44 -7.970 4.111 1.547
N11 -5.240 4.299 4.773
H111 -4.562 1.655 4.087
H112 -3.310 2.710 3.616
H113 -4.261 1.904 2.341
H114 -5.151 4.263 2.608
H115 -7.065 2.690 4.211
H116 -6.631 2.352 2.497
H117 -9.040 4.371 1.567
H118 -7.762 3.197 0.992
H119 -7.488 4.967 1.116
H120 -4.440 4.893 4.824
H121 -6.030 4.916 4.939
C45 6.501 -0.173 -2.911
C46 6.374 0.754 -4.159
C47 5.122 0.498 -5.003
O12 4.982 -0.946 -5.158
C48 4.131 -1.263 -6.193
N12 6.424 2.170 -3.718
H122 5.620 -0.107 -2.306
H123 7.371 0.231 -2.376
H124 6.698 -1.174 -3.317
H125 7.276 0.574 -4.770
H126 5.182 0.902 -6.006
H127 4.322 0.954 -4.460
H128 3.653 -2.244 -6.008
H129 4.708 -1.398 -7.098
H130 3.304 -0.559 -6.299
H131 5.577 2.376 -3.239
H132 6.290 2.745 -4.532
C49 2.455 4.460 -2.531
C50 2.323 3.653 -1.236
C51 3.577 2.821 -0.972
O13 3.764 1.855 -1.961
C52 2.942 0.681 -1.814
N13 1.833 4.505 -0.161
H133 2.708 5.531 -2.295
H134 1.620 4.468 -3.168
H135 3.206 4.067 -3.165
H136 1.484 2.984 -1.319
H137 3.547 2.350 -0.028
H138 4.402 3.510 -1.087
H139 2.852 0.170 -2.809
H140 1.895 0.915 -1.475
H141 3.329 -0.062 -1.138
H142 1.816 3.952 0.709
H143 2.459 5.264 0.053
C53 -0.702 -3.637 -5.384
C54 0.234 -2.696 -6.211
C55 1.012 -3.554 -7.324
O14 1.973 -2.767 -7.956
C56 2.641 -3.321 -9.081
N14 -0.480 -1.560 -6.823
H144 -1.481 -3.997 -6.044
H145 -1.141 -3.153 -4.484
H146 -0.133 -4.530 -5.040
H147 0.982 -2.232 -5.534
H148 0.286 -3.927 -8.075
H149 1.497 -4.351 -6.770
H150 1.997 -3.561 -9.925
H151 3.149 -4.245 -8.791
H152 3.483 -2.705 -9.419
H153 0.080 -1.142 -7.540
H154 -1.379 -1.775 -7.251
C57 -0.111 0.406 1.971
C58 -0.183 0.701 0.477
C59 0.316 -0.581 -0.162
O15 0.016 -0.525 -1.561
C60 0.482 -1.683 -2.195
N15 -1.611 0.984 0.193
H155 -0.579 1.189 2.595
H156 0.937 0.297 2.253
H157 -0.654 -0.499 2.278
H158 0.469 1.479 0.231
H159 -0.099 -1.528 0.205
H160 1.407 -0.653 -0.050
H161 1.586 -1.740 -2.235
H162 0.223 -1.616 -3.251
H163 0.078 -2.612 -1.778
H164 -2.172 0.214 0.588
H165 -1.718 0.971 -0.827


Computed stability ranking, most favorable first: arrangement two, arrangement one